Computed, not measured: a 2-piece molecular cluster, CH4NO3PS2 overall in a non-equilibrium geometry, with ωB97M-V/def2-TZVPD.

Last column: Löwdin charge in e.
Cartesian coordinates (Å):
C1 2.8832 -0.4329 -0.1913  -0.831
N1 2.6389 -0.3867 1.0066  0.111
O1 0.0800 1.8575 0.0175  -0.216
O2 -2.0403 0.7570 0.7898  -0.208
O3 0.1408 -0.3476 1.5669  -0.342
P1 -0.4382 0.4305 0.4454  0.134
S1 3.1206 -0.3012 -1.7745  0.624
S2 -0.3600 -0.3870 -1.4204  0.601
H1 -0.8712 -1.5668 -1.0116  -0.130
H2 1.8463 -0.8436 1.3504  0.005
H3 0.2293 2.5983 0.7195  0.166
H4 -2.1989 0.2977 1.6550  0.087

Calculated values
Molecular weight = 173.16 g/mol
HOMO energy = -9.146 eV
Structure (SMILES) = O=P(O)(O)S.N=C=S
Relative energy (zero: lowest compared OMol25 entry of this formula, charge and spin) = 10.16 kcal/mol

=====

Computed, not measured: a 2-piece molecular cluster, C4H11N3O2 overall in a non-equilibrium geometry, with ωB97M-V/def2-TZVPD.

Last column: Löwdin charge in e.
Cartesian coordinates (Å):
C1 -3.7232 -1.0400 0.0855  -0.035
C2 -2.6957 -0.0495 0.0715  -0.600
O1 -2.7420 0.8632 0.8743  0.092
O2 -2.0518 -0.1330 -1.1225  0.026
H1 -3.7745 -1.4520 1.0960  0.096
H2 -3.4372 -1.9480 -0.5150  0.099
H3 -4.6695 -0.9300 -0.4398  0.099
C3 3.2319 -0.2267 1.1511  -0.125
C4 1.3952 0.5192 -0.5089  -0.515
N1 0.9440 1.8262 -0.8627  0.116
N2 1.8638 0.2885 0.8145  -0.050
N3 1.2605 -0.4359 -1.3833  0.107
H4 0.4942 1.9594 -1.7100  0.054
H5 0.3951 2.2796 -0.0735  0.121
H6 1.6845 1.0172 1.5036  0.105
H7 1.7611 -1.2499 -1.4191  -0.005
H8 -0.9952 -0.1973 -1.0297  0.141
H9 4.1135 0.4619 0.8355  0.081
H10 3.3871 -1.1075 0.3823  0.093
H11 3.5583 -0.4455 2.2504  0.099

Calculated values
Molecular weight = 133.15 g/mol
HOMO energy = -9.296 eV
Structure (SMILES) = [H]/N=C(/N)NC.CC(=O)O
Relative energy (zero: lowest compared OMol25 entry of this formula, charge and spin) = 70.10 kcal/mol

=====

Computed, not measured: an isolated ion of composition C5H8N and charge +1 in a non-equilibrium geometry, with ωB97M-V/def2-TZVPD.

Last column: Löwdin charge in e.
Cartesian coordinates (Å):
C1 -1.8397 -1.2052 0.0589  0.160
C2 -0.0040 1.5522 -0.6874  0.010
C3 -0.6072 1.0537 0.5822  -0.033
C4 0.3437 0.1967 -0.1478  -0.163
C5 1.8101 -0.7708 0.1089  0.109
N1 -1.0223 -0.2559 0.1518  -0.010
H1 -1.5868 -2.2890 -0.2944  0.159
H2 -2.9133 -0.9750 0.4745  0.157
H3 -0.3957 1.7215 -1.7750  0.163
H4 0.7818 2.2607 -0.6365  0.107
H5 -0.7352 1.3086 1.6003  0.154
H6 1.7006 -1.0415 1.1735  0.082
H7 2.5861 -0.0255 -0.0244  0.069
H8 1.8820 -1.5306 -0.5847  0.035

Calculated values
Molecular weight = 82.13 g/mol
Net charge = +1
HOMO energy = -15.117 eV
Structure (SMILES) = C=[N+]1[C@@H]2C[C@@]21C
Relative energy (zero: lowest compared OMol25 entry of this formula, charge and spin) = 112.55 kcal/mol